Formula: C44H99BFIN2O11P
Source: the OMol25 dataset
Level of theory: ωB97M-V with the def2-TZVPD basis set

**E_LUMO**: -3.37 eV
**HOMO energy**: -10.3 eV
**Charge**: +1
**Total energy**: -93512.3800 eV
**Frontier orbital gap**: 6.897 eV

Each line ends with the Löwdin charge.
Positions of all 160 atoms, in Å:
C 5.342 -5.472 3.852  -0.118
C 5.704 -4.017 3.535  -0.269
C 4.477 -3.174 3.208  -0.239
C 4.795 -1.707 2.908  -0.220
C 3.621 -0.772 3.189  -0.231
C 3.729 0.578 2.489  -0.225
C 2.557 1.509 2.791  -0.219
C 1.246 1.098 2.111  -0.211
C 0.271 2.276 1.933  -0.197
C -1.218 1.935 2.140  -0.205
C -1.967 2.955 3.014  -0.212
C -3.441 3.128 2.649  -0.221
C -4.338 2.048 3.247  -0.213
C -5.791 2.174 2.794  -0.187
C -6.783 1.400 3.675  -0.103
C -7.157 -0.023 3.196  -0.278
C -8.666 -0.169 3.150  -0.027
N -9.074 -1.594 2.810  0.073
B -10.534 -1.610 2.269  -0.755
O -10.738 -0.815 1.175  0.128
N -11.542 -2.214 3.006  -0.051
C -12.876 -2.300 2.393  -0.020
C -11.353 -3.014 4.221  -0.035
C -7.981 -2.272 1.989  -0.322
P -8.306 -4.009 1.294  0.684
O -9.169 -4.563 2.584  -0.395
I -10.104 -3.831 -0.358  0.693
C -7.165 -1.296 1.112  -0.416
C -5.970 -2.066 0.519  -0.132
O -6.380 -2.736 -0.654  -0.186
O -5.363 -2.503 -1.644  0.022
C -7.956 -0.632 -0.020  -0.005
C -7.105 0.111 -1.024  -0.425
O -7.064 -0.099 -2.174  0.188
F -6.374 1.115 -0.473  0.122
O -6.561 -0.309 1.940  -0.046
H 6.154 -6.160 3.614  0.062
H 5.083 -5.594 4.905  0.068
H 4.468 -5.787 3.272  0.067
H 6.417 -3.987 2.706  0.096
H 6.213 -3.583 4.401  0.108
H 3.783 -3.221 4.057  0.114
H 3.964 -3.618 2.349  0.113
H 5.669 -1.397 3.490  0.115
H 5.072 -1.605 1.853  0.115
H 3.530 -0.610 4.269  0.118
H 2.696 -1.272 2.876  0.110
H 3.784 0.406 1.407  0.112
H 4.663 1.066 2.786  0.112
H 2.393 1.499 3.876  0.115
H 2.805 2.541 2.527  0.099
H 1.485 0.659 1.136  0.112
H 0.760 0.307 2.690  0.100
H 0.558 3.063 2.637  0.101
H 0.405 2.685 0.930  0.112
H -1.292 0.938 2.582  0.099
H -1.724 1.899 1.170  0.105
H -1.895 2.659 4.066  0.115
H -1.466 3.923 2.931  0.108
H -3.798 4.102 3.001  0.113
H -3.550 3.138 1.558  0.114
H -4.296 2.137 4.338  0.115
H -3.950 1.057 2.985  0.119
H -5.877 1.855 1.756  0.095
H -6.070 3.231 2.816  0.120
H -6.349 1.297 4.672  0.119
H -7.694 1.989 3.807  0.117
H -6.776 -0.745 3.934  0.158
H -9.065 0.059 4.140  0.158
H -9.124 0.513 2.436  0.140
H -9.074 -2.081 3.704  0.150
H -11.116 -1.244 0.399  0.065
H -13.565 -2.771 3.089  0.097
H -13.261 -1.306 2.169  0.103
H -12.852 -2.883 1.469  0.079
H -11.570 -2.423 5.114  0.107
H -12.036 -3.862 4.224  0.103
H -10.347 -3.423 4.304  0.070
H -7.251 -2.591 2.745  0.128
H -10.125 -4.570 2.447  0.015
H -5.195 -1.334 0.291  0.152
H -5.559 -2.776 1.246  0.140
H -5.914 -2.267 -2.407  0.106
H -8.666 0.078 0.402  0.128
H -8.500 -1.361 -0.612  0.075
C 7.919 -7.270 -0.117  -0.077
C 7.315 -5.913 0.197  -0.285
O 8.230 -4.978 0.738  -0.170
C 9.330 -4.637 -0.091  -0.276
C 8.936 -3.994 -1.409  -0.074
H 8.419 -7.678 0.763  0.082
H 7.133 -7.962 -0.423  0.076
H 8.647 -7.219 -0.928  0.067
H 6.548 -6.022 0.967  0.105
H 6.819 -5.502 -0.690  0.109
H 9.964 -5.513 -0.267  0.108
H 9.915 -3.935 0.503  0.119
H 8.400 -4.685 -2.061  0.069
H 9.828 -3.666 -1.943  0.069
H 8.301 -3.124 -1.240  0.084
C 5.774 5.474 2.900  -0.077
C 4.317 5.901 2.857  -0.280
O 3.462 5.118 3.672  -0.177
C 3.753 5.120 5.059  -0.284
C 3.673 6.491 5.708  -0.079
H 5.868 4.414 2.657  0.078
H 6.348 6.049 2.173  0.078
H 6.223 5.640 3.879  0.068
H 3.925 5.777 1.847  0.117
H 4.223 6.964 3.108  0.108
H 4.733 4.667 5.248  0.109
H 3.007 4.458 5.499  0.116
H 4.447 7.166 5.340  0.067
H 3.805 6.396 6.786  0.077
H 2.702 6.949 5.515  0.081
C 8.253 -0.662 -6.096  -0.073
C 8.498 -0.131 -4.695  -0.280
O 9.278 -0.989 -3.876  -0.167
C 10.588 -1.260 -4.340  -0.286
C 11.465 -0.028 -4.481  -0.079
H 7.812 -1.659 -6.056  0.082
H 7.565 0.004 -6.619  0.068
H 9.171 -0.721 -6.683  0.067
H 7.548 -0.029 -4.172  0.114
H 8.941 0.870 -4.739  0.108
H 10.557 -1.814 -5.286  0.108
H 11.014 -1.931 -3.593  0.108
H 11.110 0.642 -5.265  0.066
H 12.482 -0.326 -4.738  0.077
H 11.493 0.530 -3.544  0.082
C 3.686 2.317 -4.553  -0.080
C 5.087 2.791 -4.204  -0.281
O 6.053 2.523 -5.205  -0.174
C 5.825 3.125 -6.467  -0.283
C 5.785 4.643 -6.432  -0.079
H 3.695 1.257 -4.809  0.081
H 3.025 2.463 -3.697  0.075
H 3.263 2.868 -5.394  0.066
H 5.448 2.261 -3.323  0.117
H 5.077 3.858 -3.954  0.108
H 4.909 2.731 -6.924  0.108
H 6.658 2.793 -7.087  0.116
H 4.927 5.019 -5.873  0.066
H 5.713 5.033 -7.448  0.078
H 6.691 5.038 -5.971  0.083
C -6.772 -0.004 -8.138  -0.082
C -6.004 1.284 -7.896  -0.281
O -6.707 2.240 -7.123  -0.158
C -7.063 1.836 -5.814  -0.283
C -5.885 1.477 -4.924  -0.076
H -7.746 0.209 -8.579  0.082
H -6.213 -0.643 -8.823  0.077
H -6.930 -0.568 -7.217  0.063
H -5.812 1.783 -8.846  0.119
H -5.028 1.066 -7.447  0.107
H -7.778 1.005 -5.848  0.106
H -7.593 2.693 -5.397  0.118
H -5.365 0.584 -5.276  0.069
H -6.235 1.277 -3.913  0.043
H -5.165 2.296 -4.897  0.085